Record 1
117
Properties=species:S:1:pos:R:3:forces:R:3 method="wB97M-V/def2-TZVPD" spin_multiplicity=1 e_homo_ev=-8.249 relative_energy_ev=1.397 homo_lumo_gap_ev=4.535 charge=0
Hg -2.84281 16.37474 4.73667 0.1 0.0 -0.3
N -1.63172 14.82822 0.11628 0.8 -0.5 -2.0
S -0.36806 14.24332 0.82376 -0.6 -1.6 2.8
O 0.86432 14.95005 0.65315 -0.1 -0.3 -0.1
O -0.40518 12.81107 1.00681 0.8 0.8 -0.7
F -0.83239 14.65823 2.34610 0.0 0.6 0.0
S -1.25724 14.70380 -1.49347 -1.4 2.4 0.1
O -1.02535 13.39323 -1.99315 -0.1 0.1 0.2
O -0.45174 15.81197 -1.90406 0.2 -0.7 -0.1
F -2.70296 15.15186 -1.99179 0.1 -0.6 0.1
N -1.55009 14.89392 5.67109 0.7 -3.4 0.0
S -0.44202 14.83827 6.81104 1.8 4.1 2.6
O 0.91429 14.72012 6.38793 -1.0 -0.5 0.0
O -0.89322 14.30804 8.05745 0.1 -0.9 -1.0
F -0.58138 16.44540 7.11419 0.0 -0.4 -0.4
S -1.65428 13.27273 5.26875 -1.7 -1.5 -2.8
O -2.46372 12.47122 6.12190 0.4 0.8 0.5
O -0.47622 12.73177 4.69114 0.1 0.7 0.7
F -2.62034 13.51474 4.01948 0.0 0.4 0.3
C -1.63557 9.54119 2.92530 0.2 0.1 0.6
C -1.64234 8.06425 2.61554 0.6 -0.6 0.1
O -0.29495 7.57362 2.56752 -0.3 0.3 0.1
O -1.00062 9.71303 4.21025 0.0 -0.2 -0.2
H -2.65177 9.93081 3.02772 0.0 0.1 -0.4
H -1.04259 10.09804 2.19907 -0.4 0.0 -0.3
H -2.10572 7.80029 1.66628 0.0 0.3 -0.1
H -2.16496 7.50740 3.40328 -0.2 0.2 0.0
H 0.08330 7.92618 3.38482 0.2 -0.1 0.0
H -0.26863 10.32548 4.09151 0.0 0.1 0.2
C -5.40705 11.56094 6.10730 1.3 -0.3 0.2
C -6.08419 12.62664 5.28141 -0.6 -1.1 -0.5
O -6.69668 13.65017 6.07835 0.4 0.0 -0.4
O -6.31020 10.59447 6.62428 -0.2 0.3 -0.2
H -4.81813 11.98885 6.93046 -0.4 0.3 0.1
H -4.60347 11.08797 5.53093 -0.3 -0.1 -0.3
H -6.83702 12.14180 4.64883 -0.1 0.0 0.2
H -5.40003 13.02814 4.52980 0.2 0.6 0.5
H -7.43307 13.23055 6.53464 0.0 0.1 0.2
H -5.95978 9.72645 6.41351 -0.1 -0.1 0.1
C -4.21621 17.21882 7.39923 -1.5 0.9 0.0
C -4.25416 15.71067 7.32489 0.5 -0.4 0.2
O -4.47191 15.27011 5.97264 -0.1 0.6 0.4
O -3.61552 17.91884 6.27558 0.4 -0.8 0.5
H -3.82026 17.54771 8.35948 0.4 -0.1 -0.1
H -5.26353 17.53490 7.35175 0.0 0.0 0.2
H -5.08682 15.44613 7.97993 -0.1 -0.2 -0.3
H -3.39300 15.17573 7.73450 0.3 0.4 -0.2
H -5.05037 14.48481 5.99499 -0.2 0.2 -0.2
H -3.59026 18.86209 6.46216 0.1 0.0 -0.1
C -0.14301 14.94112 12.23695 0.6 -0.7 -0.3
C -1.32173 15.70318 11.66961 0.1 -0.3 0.2
O -1.22782 15.85793 10.26396 -0.2 0.1 0.2
O -0.44593 13.53017 12.11666 0.0 0.4 0.2
H 0.11693 15.21897 13.26252 -0.4 -0.2 0.1
H 0.78443 15.07052 11.67121 -0.2 0.7 -0.2
H -1.45547 16.68025 12.13113 0.2 0.1 -0.2
H -2.19649 15.09674 11.93373 -0.1 0.1 0.0
H -1.09446 14.97760 9.88768 0.0 0.2 0.0
H 0.31852 13.11639 11.70952 -0.1 -0.2 0.1
C 1.32920 17.88664 3.82341 -0.3 0.2 0.1
C 0.01884 17.14382 3.62381 1.5 0.6 -0.6
O -1.07349 17.71054 4.39177 -0.2 0.1 -0.1
O 1.16316 19.26809 3.52245 -0.1 -0.2 0.2
H 2.01817 17.42645 3.10885 0.1 -0.2 0.2
H 1.70373 17.76622 4.84702 0.0 -0.1 0.0
H 0.22731 16.10593 3.87693 -0.5 -0.1 -0.1
H -0.21083 17.28416 2.56904 -0.5 -0.4 0.1
H -0.73924 18.01278 5.24978 0.0 -0.1 0.0
H 1.97372 19.70545 3.79938 0.0 0.2 -0.1
C 4.04431 12.95576 6.31537 -0.4 -0.2 0.3
O 5.14002 12.83667 7.19719 0.2 0.0 -0.2
C 6.31340 12.32943 6.59607 -0.3 -0.5 -0.2
C 6.17909 10.82688 6.29408 0.5 0.4 -0.5
N 7.43549 10.12904 6.59052 -0.3 -1.0 -0.3
C 7.30168 8.70786 6.17021 1.4 0.5 0.6
C 8.59429 7.97138 6.48822 0.2 0.4 0.5
O 9.57082 8.32553 5.52008 -0.2 0.0 -0.1
C 10.71429 7.49377 5.47858 -0.3 0.0 -0.4
H 3.18327 13.07967 6.97109 -0.1 0.3 -0.2
H 3.82252 12.07315 5.70391 0.4 -0.1 0.1
H 4.15823 13.81056 5.64246 0.0 0.1 0.1
H 7.11488 12.47211 7.31910 0.0 0.0 0.0
H 6.55884 12.86844 5.67215 0.0 0.2 0.1
H 5.92810 10.63796 5.24074 -0.2 0.3 0.1
H 5.34115 10.45163 6.88349 0.2 -0.2 0.2
H 8.14970 10.44577 5.93730 0.0 0.6 0.3
H 7.21826 8.65655 5.07950 -0.8 -0.3 0.2
H 6.50543 8.25595 6.75879 -0.3 -0.1 -0.4
H 8.42666 6.89018 6.55094 0.1 0.0 -0.3
H 8.98426 8.32592 7.45091 -0.3 -0.2 0.2
H 10.81223 6.84924 6.35409 -0.1 0.1 0.1
H 11.60531 8.11382 5.38451 0.0 0.0 0.1
H 10.62892 6.87518 4.57957 0.2 -0.2 0.1
C 7.26796 8.05639 2.43827 -0.1 0.0 -0.1
O 6.09269 8.52602 3.07433 0.0 0.1 -0.2
C 4.98515 7.67286 3.03310 -0.8 -1.3 -0.2
C 4.02615 8.06798 4.14137 0.1 1.9 0.1
N 3.62680 9.49734 4.07027 -0.3 -0.4 -0.4
C 2.82566 9.79972 2.85108 1.5 -0.5 0.8
C 2.23896 11.16903 3.00900 -1.7 0.2 -0.3
O 3.26533 12.10619 3.14790 0.9 0.0 0.0
C 2.80948 13.43618 3.19563 -0.7 -0.1 -0.1
H 7.55514 8.72874 1.62766 0.0 0.2 0.1
H 7.14018 7.07449 1.97575 -0.1 -0.1 0.2
H 8.04938 8.01455 3.19836 0.2 -0.1 -0.2
H 5.26341 6.61434 3.16319 0.3 0.1 0.3
H 4.46762 7.64437 2.06257 0.2 0.5 -0.1
H 4.55424 7.98706 5.09339 -0.2 -0.4 0.1
H 3.07288 7.54272 4.14533 0.3 -0.6 0.0
H 4.47052 10.05397 3.98401 0.0 0.0 0.2
H 2.12868 8.97178 2.71311 -0.5 0.4 0.0
H 3.50964 9.75890 1.99414 -0.3 0.3 -0.3
H 1.54774 11.22159 3.86922 0.5 -0.2 0.4
H 1.54479 11.42913 2.19143 0.5 0.0 -0.4
H 3.63179 14.14190 3.29373 0.3 -0.3 -0.1
H 2.15679 13.57317 4.06799 -0.1 0.1 -0.1
H 2.25486 13.64802 2.27760 -0.1 0.3 0.1

---

Record 2
24
Properties=species:S:1:pos:R:3:forces:R:3 method="wB97M-V/def2-TZVPD" spin_multiplicity=1 e_homo_ev=-12.974 relative_energy_ev=2.855 homo_lumo_gap_ev=9.934 charge=+1
C 0.06001 -0.47494 -2.02001 -4.2 -2.8 -0.5
C -1.19919 0.29786 -1.51087 1.4 -0.2 1.5
C 0.42618 -1.55436 -0.96604 -1.0 1.5 -2.2
C -0.80616 1.50735 -0.65436 -1.0 -2.5 0.3
C 0.08707 -1.07786 1.27459 4.2 2.7 2.3
N 0.88220 -0.92404 0.27099 -2.3 -1.7 -0.6
N 0.40899 -0.57304 2.49578 -0.5 -0.7 -0.3
N -1.06382 1.48226 0.60587 0.6 -0.5 -0.1
N 1.95648 -0.08902 0.20767 0.6 -0.3 3.0
O -1.55947 0.54987 1.30529 -0.7 0.8 -0.5
O -0.58912 2.56028 1.29213 0.1 1.2 -0.5
H -0.30565 -1.10609 -2.96296 1.3 1.6 1.7
H 0.80567 0.19235 -2.19719 2.3 1.6 -1.2
H -1.77821 0.75416 -2.24690 -0.9 0.2 -1.9
H -1.79854 -0.48374 -1.00503 -0.1 1.1 0.1
H -0.51674 -2.15028 -0.95242 1.0 0.2 1.2
H 1.17031 -2.11510 -1.44308 1.4 -1.2 0.0
H -0.25574 2.32408 -1.04412 0.2 0.7 -0.2
H -0.71035 -1.68923 1.34126 -2.5 -2.0 -0.9
H 1.22821 -0.05079 2.67972 0.7 0.4 0.0
H -0.48698 2.26508 2.19096 -0.2 -0.3 0.9
H 2.17913 0.21307 -0.69168 0.5 0.8 -1.1
H -0.41619 -0.21964 2.93509 -0.2 0.0 0.7
H 2.28190 0.36175 1.09532 -0.5 -0.6 -1.9

---

Record 3
10
Properties=species:S:1:pos:R:3:forces:R:3 method="wB97M-V/def2-TZVPD" spin_multiplicity=1 e_homo_ev=-12.887 homo_lumo_gap_ev=8.515 charge=+1
O 1.08373 -0.27041 0.39773 -0.1 0.2 -0.8
C 1.27565 -1.62735 0.41852 0.1 -0.2 0.2
C 0.01108 -2.35785 0.09537 0.6 -0.1 -0.8
O -1.01013 -1.74707 -0.20723 -0.4 0.2 0.1
H 1.61091 -2.00934 1.40600 0.0 0.1 -0.2
H 2.03383 -1.99010 -0.30683 -0.2 -0.1 0.1
H 0.04322 -3.45633 -0.00322 -0.2 0.2 0.3
Mg -0.78644 0.31115 -0.05799 1.2 -0.6 1.4
Na 1.83208 1.93219 0.28103 0.0 -0.5 0.4
H -0.14220 1.42265 1.22982 -1.0 0.7 -0.7

---

Record 4
66
Properties=species:S:1:pos:R:3:forces:R:3 method="wB97M-V/def2-TZVPD" spin_multiplicity=2 e_homo_ev="-12.326 / -12.188" relative_energy_ev=1.818 homo_lumo_gap_ev="9.817 / 2.648" s_squared=0.755 charge=+1
C 0.03863 -3.34095 3.54037 -1.4 1.5 1.7
O 0.83927 -4.13522 2.80430 1.9 -1.7 -2.4
H -0.43417 -2.50642 3.02256 0.2 0.1 -0.7
H -0.80066 -3.94266 3.88915 0.1 0.1 0.7
H 0.63753 -2.86376 4.31607 -0.5 -0.1 0.6
H 1.75080 -4.13774 3.10548 -0.1 0.1 0.2
C -3.71119 0.55595 -2.85092 -1.0 -0.3 -1.2
O -2.48483 0.83689 -3.54678 -0.5 -0.4 1.0
H -4.40839 -0.05249 -3.42695 0.3 -0.5 -0.7
H -3.59730 -0.07492 -1.96937 0.7 0.7 0.3
H -4.37910 1.40769 -2.72233 0.7 0.5 0.8
H -2.62831 1.54540 -4.17846 -0.2 0.0 0.0
C 1.13640 3.99743 -0.00099 -0.2 0.0 -0.3
O 2.23458 4.75292 -0.55532 -0.6 -1.0 1.2
H 0.18098 4.52132 -0.02903 0.1 0.3 0.0
H 0.94027 3.02094 -0.44381 0.3 -0.1 -1.1
H 1.28090 3.64025 1.01864 0.7 1.0 0.3
H 2.01158 5.10051 -1.42195 -0.3 -0.2 -0.1
C -2.52867 -0.39901 3.41218 -0.3 0.6 0.2
O -2.23922 -0.40330 2.01900 0.5 0.1 -0.8
H -3.40125 0.20486 3.66125 -0.4 -0.2 -0.4
H -2.69654 -1.41856 3.75921 0.4 0.2 0.4
H -1.73614 0.18301 3.88255 0.3 -0.8 0.2
H -2.68894 -1.10779 1.54672 -0.4 0.0 0.3
C 0.10552 -0.05721 -0.49065 -1.6 -1.6 0.2
O 0.26511 -0.37490 0.90769 2.2 1.2 -1.1
H -0.90365 -0.37559 -0.75200 0.0 -0.3 -0.4
H 0.12126 0.95269 -0.90047 0.7 0.5 1.0
H 0.81379 -0.70228 -1.01061 0.1 0.2 -0.3
H -0.55919 -0.50211 1.38302 -1.2 0.2 0.3
C -2.68140 3.36969 -0.35267 -0.9 1.1 0.3
O -2.46668 4.47100 0.55412 0.8 -0.8 0.2
H -2.26606 2.40301 -0.06785 0.5 0.4 0.6
H -3.76116 3.22982 -0.30126 -0.1 -0.4 -0.9
H -2.28708 3.66766 -1.32417 -0.3 -0.4 -0.3
H -3.00639 5.19730 0.23348 0.0 0.0 0.0
C 1.67888 -2.58890 -3.58940 0.7 0.2 0.8
O 1.86487 -1.61476 -4.57967 -0.6 -0.1 -0.6
H 0.68108 -2.66967 -3.15816 -0.3 0.3 -0.3
H 1.98028 -3.59463 -3.88226 0.2 0.0 -0.1
H 2.33458 -2.20400 -2.80837 0.1 -0.6 0.4
H 1.29221 -1.85766 -5.31088 0.0 0.2 -0.3
C 0.25915 -4.05733 -0.54560 0.4 -0.2 0.8
O 1.36383 -4.67699 0.08205 0.6 0.0 -0.1
H -0.25319 -4.84259 -1.10144 -0.1 0.4 -0.5
H -0.42825 -3.64065 0.19059 -0.1 0.1 0.0
H 0.69109 -3.24161 -1.12537 -0.5 -0.1 -0.5
H 1.21711 -4.72357 1.02963 -0.3 0.1 0.4
C 1.19915 0.70051 4.25025 0.8 -2.0 -0.2
O 0.50214 0.24977 5.38802 -1.4 1.4 0.7
H 1.14054 1.75080 3.96469 -0.4 0.1 1.0
H 2.23270 0.39768 4.41807 0.4 0.4 -0.5
H 0.82516 0.13700 3.39544 0.1 0.0 -0.5
H 0.70300 -0.63534 5.70079 0.5 0.1 -0.5
C 3.70751 -1.32547 0.45362 0.1 -1.9 1.9
O 2.85259 -0.72623 1.41570 1.4 -0.4 -1.0
H 3.14192 -2.07003 -0.10660 -0.8 0.1 -0.7
H 4.26310 -0.70332 -0.24803 -0.2 0.6 0.1
H 4.31744 -2.00475 1.04919 0.8 0.6 -0.1
H 2.06773 -0.43928 0.94320 -1.7 0.8 0.1
C 0.25381 3.06445 -3.84134 0.1 -0.3 0.5
O 1.63521 3.15754 -3.61109 1.1 0.7 -0.2
H -0.07718 3.96919 -4.35124 0.1 -0.1 -0.1
H 0.01392 2.18371 -4.43703 -0.3 0.0 0.0
H -0.20875 3.02982 -2.85497 -0.7 -0.2 -0.1
H 2.05808 2.31287 -3.43994 -0.3 -0.1 -0.1